[1]
A molecular structure, C44H84N4O9S in a non-equilibrium geometry. Source: the Open Molecules 2025 dataset; level of theory: ωB97M-V/def2-TZVPD.

Each line ends with the Löwdin charge.
Element x y z (Å)
C: -0.514 -0.107 -4.916  0.00
C: 0.637 -0.419 -5.553  -0.16
C: 1.044 -1.866 -5.895  -0.11
C: 0.262 -2.875 -5.084  -0.31
O: 0.118 -4.229 -5.620  -0.16
S: -0.688 -4.959 -4.361  0.67
O: -2.053 -4.872 -4.734  -0.23
O: -0.084 -6.211 -4.127  -0.20
O: -0.345 -3.936 -3.111  -0.14
C: 0.759 -3.184 -3.661  -0.29
C: 1.451 -2.102 -2.813  -0.03
C: 2.659 -2.855 -2.119  -0.29
C: 3.309 -2.084 -0.895  -0.02
O: 2.444 -3.284 -0.799  -0.05
H: -0.574 0.412 -3.957  0.07
H: -1.451 -0.460 -5.367  0.08
H: 1.289 0.416 -5.836  0.10
H: 0.898 -1.990 -6.983  0.13
H: 2.121 -1.934 -5.675  0.13
H: -0.799 -2.614 -4.914  0.13
H: 1.555 -3.935 -3.831  0.14
H: 1.918 -1.307 -3.400  0.12
H: 0.852 -1.725 -1.974  0.13
H: 3.331 -3.428 -2.774  0.15
H: 2.737 -1.179 -1.093  0.09
H: 4.332 -2.302 -1.193  0.08
C: -2.370 1.679 1.642  -0.03
C: -1.263 0.651 1.306  -0.47
C: -0.967 -0.219 2.534  -0.13
C: -0.147 0.485 3.610  -0.17
C: 1.111 1.105 3.010  -0.13
C: 0.813 2.025 1.823  -0.49
N: -0.055 1.369 0.801  -0.07
O: 0.666 0.518 0.138  -0.03
C: 0.155 3.321 2.339  -0.04
C: 2.138 2.498 1.218  -0.05
C: -1.884 -0.250 0.232  -0.05
H: -2.289 2.572 1.021  0.09
H: -3.365 1.270 1.460  0.07
H: -2.364 1.985 2.689  0.05
H: -0.422 -1.116 2.221  0.12
H: -1.907 -0.571 2.967  0.13
H: -0.748 1.248 4.115  0.10
H: 0.137 -0.235 4.381  0.11
H: 1.646 1.661 3.784  0.12
H: 1.782 0.299 2.695  0.12
H: -0.148 3.965 1.510  0.09
H: 0.859 3.889 2.949  0.08
H: -0.712 3.154 2.974  0.05
H: 2.776 1.668 0.910  0.08
H: 2.705 3.072 1.952  0.08
H: 1.969 3.140 0.350  0.09
H: -2.103 0.309 -0.680  0.09
H: -2.819 -0.677 0.595  0.08
H: -1.242 -1.093 -0.027  0.08
C: -6.549 -1.271 -0.212  -0.03
C: -5.978 -0.802 -1.573  -0.48
C: -7.094 -0.757 -2.624  -0.14
C: -7.512 -2.128 -3.144  -0.18
C: -6.297 -2.925 -3.609  -0.13
C: -5.206 -3.031 -2.540  -0.48
N: -4.844 -1.695 -1.972  -0.07
O: -4.117 -1.063 -2.848  -0.02
C: -5.675 -3.983 -1.421  -0.04
C: -3.991 -3.744 -3.146  -0.06
C: -5.515 0.636 -1.320  -0.04
H: -5.782 -1.756 0.396  0.08
H: -6.920 -0.430 0.374  0.08
H: -7.390 -1.956 -0.317  0.07
H: -6.765 -0.154 -3.477  0.12
H: -7.967 -0.246 -2.210  0.13
H: -8.061 -2.680 -2.376  0.10
H: -8.205 -2.004 -3.980  0.11
H: -6.616 -3.926 -3.912  0.13
H: -5.890 -2.451 -4.508  0.13
H: -4.952 -4.010 -0.603  0.09
H: -5.771 -4.999 -1.806  0.09
H: -6.649 -3.732 -1.006  0.06
H: -3.616 -3.241 -4.032  0.07
H: -4.262 -4.753 -3.454  0.09
H: -3.173 -3.825 -2.427  0.09
H: -4.707 0.670 -0.593  0.06
H: -6.342 1.232 -0.931  0.09
H: -5.180 1.132 -2.231  0.08
C: -5.517 4.620 6.525  -0.03
C: -4.408 3.591 6.194  -0.48
C: -4.115 2.723 7.425  -0.14
C: -3.295 3.430 8.501  -0.18
C: -2.036 4.050 7.900  -0.13
C: -2.332 4.967 6.710  -0.49
N: -3.198 4.307 5.691  -0.07
O: -2.469 3.457 5.031  -0.03
C: -2.993 6.265 7.218  -0.04
C: -1.007 5.439 6.104  -0.04
C: -5.028 2.692 5.118  -0.05
H: -5.431 5.512 5.902  0.09
H: -6.509 4.209 6.338  0.08
H: -5.514 4.927 7.571  0.07
H: -3.569 1.825 7.115  0.12
H: -5.054 2.372 7.858  0.13
H: -3.896 4.194 9.003  0.10
H: -3.012 2.712 9.273  0.11
H: -1.502 4.607 8.674  0.13
H: -1.364 3.243 7.589  0.13
H: -3.294 6.901 6.384  0.09
H: -2.288 6.834 7.826  0.09
H: -3.860 6.099 7.852  0.06
H: -0.369 4.609 5.800  0.08
H: -0.442 6.016 6.836  0.09
H: -1.177 6.077 5.235  0.09
H: -5.242 3.254 4.207  0.09
H: -5.965 2.268 5.480  0.09
H: -4.387 1.849 4.860  0.07
C: 10.072 -1.912 -4.631  -0.04
C: 8.648 -1.365 -4.364  -0.49
C: 8.716 0.131 -4.031  -0.14
C: 9.219 0.432 -2.621  -0.18
C: 8.434 -0.369 -1.585  -0.13
C: 8.419 -1.871 -1.881  -0.49
N: 8.003 -2.166 -3.282  -0.07
O: 6.714 -1.999 -3.365  -0.02
C: 9.817 -2.460 -1.599  -0.04
C: 7.513 -2.571 -0.868  -0.04
C: 7.920 -1.521 -5.703  -0.05
H: 10.139 -2.977 -4.405  0.09
H: 10.350 -1.802 -5.680  0.08
H: 10.842 -1.390 -4.064  0.07
H: 7.719 0.573 -4.139  0.12
H: 9.353 0.640 -4.759  0.13
H: 10.289 0.218 -2.541  0.10
H: 9.108 1.498 -2.415  0.11
H: 8.856 -0.191 -0.593  0.13
H: 7.409 0.013 -1.552  0.13
H: 9.861 -3.513 -1.884  0.09
H: 10.044 -2.400 -0.534  0.09
H: 10.626 -1.936 -2.102  0.06
H: 6.501 -2.169 -0.870  0.06
H: 7.895 -2.440 0.145  0.09
H: 7.456 -3.644 -1.062  0.10
H: 7.826 -2.572 -5.983  0.09
H: 8.475 -1.012 -6.492  0.09
H: 6.925 -1.078 -5.689  0.08

2S+1: 5
Gap between HOMO and LUMO (spin up / spin down), Ha: 0.3267 / 0.3031
E_HOMO (spin up / spin down), eV: -8.303 / -8.303
E_LUMO (spin up / spin down), Ha: 0.0215 / -0.0021
Largest force on an atom, eV/Å: 4.791

***

[2]
6 unconnected molecules or ions with the total composition C44H85BClF2N4O16P2 in a non-equilibrium geometry. Source: the Open Molecules 2025 dataset; level of theory: ωB97M-V/def2-TZVPD.

Each line ends with the Löwdin charge.
Element x y z (Å)
C: 5.097 -1.870 0.698  -0.08
C: 4.704 -3.330 0.094  -0.26
O: 4.248 -4.265 1.098  -0.21
C: 2.916 -3.915 1.583  -0.20
C: 1.851 -5.131 1.422  -0.12
C: 0.498 -4.641 0.621  -0.20
C: -0.650 -4.531 1.677  -0.20
C: -1.965 -3.684 1.624  -0.12
C: -2.135 -2.271 0.829  -0.15
B: -0.682 -1.505 1.018  -0.49
N: -0.092 -0.352 0.243  0.11
O: 0.278 -1.759 2.097  0.09
C: -2.464 -2.612 -0.745  -0.30
C: -1.272 -2.262 -1.807  -0.13
C: -0.203 -3.257 -2.307  -0.03
C: 0.905 -2.919 -3.369  -0.04
C: 0.978 -1.530 -4.040  -0.05
C: -0.104 -0.507 -3.591  -0.05
C: -1.181 -0.860 -2.536  -0.01
P: -3.001 -4.312 -1.284  0.71
O: -3.106 -4.326 -2.837  -0.31
O: -2.034 -5.654 -0.917  -0.19
O: -4.546 -4.880 -0.774  -0.17
N: -3.499 -1.699 -1.351  -0.04
C: -4.798 -1.651 -0.666  -0.22
C: -5.633 -0.410 -1.189  -0.23
C: -4.791 0.613 -2.140  -0.06
F: -6.694 -0.879 -2.092  -0.08
C: -4.611 -1.895 0.915  -0.14
C: -5.955 -1.859 1.759  -0.24
C: -6.726 -0.591 2.233  -0.06
F: -6.929 -2.602 0.933  -0.05
N: -3.256 -1.388 1.462  -0.24
C: -3.410 -1.318 2.925  -0.22
C: -2.307 -0.980 4.006  -0.60
C: -1.963 -2.177 5.064  -0.12
Cl: -2.901 0.364 5.184  0.58
P: -3.069 0.371 0.948  1.05
N: -4.527 1.297 1.221  -0.12
O: -2.003 1.260 1.980  -0.28
H: 4.398 -1.116 0.178  0.06
H: 4.800 -1.885 1.798  0.08
H: 6.178 -1.573 0.500  0.08
H: 4.010 -3.250 -0.824  0.12
H: 5.691 -3.768 -0.318  0.12
H: 2.606 -2.966 1.028  0.10
H: 3.057 -3.605 2.690  0.13
H: 2.393 -5.950 0.823  0.12
H: 1.606 -5.587 2.440  0.11
H: 0.863 -3.709 0.081  0.09
H: 0.401 -5.458 -0.192  0.11
H: -0.969 -5.630 1.892  0.15
H: -0.082 -4.270 2.661  0.11
H: -2.846 -4.415 1.397  0.11
H: -2.196 -3.570 2.762  0.11
H: 0.760 -0.763 -0.200  0.11
H: 0.275 0.379 0.873  0.08
H: -0.146 -2.164 2.880  0.06
H: -0.158 -4.324 -1.931  0.07
H: 1.684 -3.714 -3.663  0.10
H: 1.728 -1.199 -4.826  0.10
H: -0.094 0.520 -4.113  0.10
H: -1.923 -0.007 -2.314  0.08
H: -1.898 -6.244 -1.691  0.11
H: -4.450 -5.548 -0.057  0.08
H: -3.660 -1.898 -2.344  0.13
H: -5.415 -2.564 -1.040  0.16
H: -6.174 0.238 -0.442  0.11
H: -3.918 1.108 -1.605  0.04
H: -4.445 0.037 -3.080  0.10
H: -5.506 1.450 -2.462  0.09
H: -4.460 -3.058 0.959  0.15
H: -5.869 -2.560 2.682  0.16
H: -6.289 -0.125 3.201  0.10
H: -7.785 -0.931 2.559  0.09
H: -6.898 0.275 1.526  0.07
H: -4.155 -0.451 3.134  0.10
H: -3.825 -2.325 3.327  0.14
H: -1.314 -0.548 3.675  0.09
H: -1.584 -1.782 6.063  0.08
H: -2.939 -2.752 5.252  0.09
H: -1.205 -2.919 4.602  0.08
H: -4.549 2.014 0.479  0.06
H: -4.529 1.795 2.136  0.08
H: -1.376 1.741 1.381  0.08
O: 4.339 1.225 0.837  0.06
C: 5.312 1.796 0.392  -0.53
O: 5.667 1.620 -0.892  -0.01
C: 6.681 2.386 -1.562  -0.22
C: 8.055 1.800 -1.314  -0.06
C: 6.188 2.632 1.282  0.02
H: 6.618 3.443 -1.291  0.11
H: 6.452 2.328 -2.629  0.12
H: 8.317 1.824 -0.257  0.04
H: 8.816 2.353 -1.870  0.08
H: 8.084 0.752 -1.623  0.09
H: 6.889 1.982 1.808  0.10
H: 5.554 3.143 2.009  0.09
H: 6.736 3.411 0.755  0.07
O: -8.275 1.359 4.945  0.08
C: -9.465 1.203 4.769  -0.52
O: -10.333 1.473 5.757  0.00
C: -11.761 1.501 5.596  -0.22
C: -12.352 0.113 5.736  -0.06
C: -9.979 0.623 3.482  0.00
H: -12.040 1.986 4.657  0.12
H: -12.145 2.137 6.397  0.13
H: -11.981 -0.563 4.962  0.07
H: -13.441 0.150 5.669  0.09
H: -12.072 -0.324 6.698  0.09
H: -9.905 -0.466 3.526  0.09
H: -9.357 0.994 2.664  0.08
H: -11.000 0.911 3.243  0.08
O: 10.058 2.465 0.752  0.07
C: 11.177 2.702 0.352  -0.51
O: 11.890 1.739 -0.261  0.00
C: 13.137 1.961 -0.933  -0.23
C: 14.297 1.912 0.041  -0.07
C: 11.819 4.033 0.609  -0.01
H: 13.111 2.888 -1.512  0.11
H: 13.243 1.150 -1.658  0.12
H: 14.223 2.698 0.794  0.07
H: 15.247 2.025 -0.486  0.08
H: 14.303 0.960 0.577  0.09
H: 12.247 4.037 1.615  0.10
H: 11.054 4.804 0.542  0.07
H: 12.586 4.301 -0.115  0.07
O: -11.691 0.906 -1.578  0.10
C: -10.842 1.141 -2.409  -0.52
O: -11.179 1.738 -3.566  0.00
C: -10.234 2.227 -4.530  -0.23
C: -9.793 1.122 -5.468  -0.07
C: -9.423 0.693 -2.204  0.00
H: -9.394 2.724 -4.038  0.11
H: -10.754 2.998 -5.103  0.12
H: -9.280 0.320 -4.933  0.07
H: -9.118 1.513 -6.233  0.08
H: -10.659 0.671 -5.959  0.09
H: -9.331 -0.354 -2.499  0.10
H: -9.179 0.791 -1.144  0.08
H: -8.689 1.290 -2.742  0.06
O: 10.171 5.067 -1.306  0.08
C: 10.463 5.395 -2.435  -0.50
O: 11.091 4.526 -3.247  0.00
C: 11.314 4.742 -4.649  -0.23
C: 12.575 5.549 -4.881  -0.06
C: 10.214 6.796 -2.917  0.02
H: 10.435 5.187 -5.122  0.12
H: 11.435 3.752 -5.096  0.13
H: 12.504 6.544 -4.437  0.07
H: 12.769 5.661 -5.950  0.09
H: 13.433 5.056 -4.417  0.08
H: 11.032 7.439 -2.587  0.10
H: 9.278 7.151 -2.481  0.10
H: 10.098 6.878 -3.996  0.07

Gap between HOMO and LUMO, Ha: 0.3012
E_HOMO, eV: -10.837
E_LUMO, Ha: -0.0971
Largest force on an atom, eV/Å: 7.898
Net charge: +1

***

[3]
11 unconnected molecules or ions with the total composition C44H88O25 in a non-equilibrium geometry. Source: the Open Molecules 2025 dataset; level of theory: ωB97M-V/def2-TZVPD.

Each line ends with the Löwdin charge.
Element x y z (Å)
C: -3.532 2.580 7.197  -0.05
C: -3.081 1.146 6.981  -0.17
O: -1.606 1.165 6.927  0.02
C: -1.037 1.013 5.739  -0.57
O: -1.577 0.573 4.744  0.12
O: 0.272 1.304 5.761  0.00
C: 0.887 1.831 6.838  -0.10
H: -2.646 3.213 7.169  0.08
H: -4.139 2.617 8.102  0.08
H: -4.102 2.826 6.300  0.08
H: -3.577 0.650 6.146  0.11
H: -3.389 0.569 7.853  0.12
H: 1.893 1.959 6.440  0.09
H: 0.998 1.206 7.724  0.10
H: 0.514 2.807 7.148  0.10
C: 0.462 -9.662 -1.354  -0.05
C: 1.714 -8.818 -1.043  -0.19
O: 1.485 -7.515 -1.602  0.07
C: 1.391 -6.537 -0.781  -0.55
O: 1.582 -6.539 0.452  0.07
O: 1.084 -5.412 -1.517  -0.02
C: 1.011 -4.163 -0.855  -0.04
H: 0.618 -10.737 -1.260  0.08
H: 0.162 -9.372 -2.361  0.08
H: -0.340 -9.431 -0.654  0.08
H: 2.689 -9.250 -1.267  0.13
H: 1.746 -8.819 0.047  0.11
H: 0.185 -3.664 -1.361  0.08
H: 1.858 -3.519 -1.090  0.10
H: 0.874 -4.232 0.224  0.07
C: -2.629 9.046 -2.466  -0.07
C: -2.845 8.058 -3.645  -0.20
O: -1.924 6.984 -3.669  0.05
C: -2.081 5.918 -2.890  -0.63
O: -2.999 5.730 -2.155  0.15
O: -1.050 5.138 -3.108  0.01
C: -0.959 3.972 -2.351  -0.05
H: -2.956 8.741 -1.472  0.06
H: -3.257 9.909 -2.687  0.07
H: -1.676 9.563 -2.357  0.07
H: -2.830 8.608 -4.587  0.12
H: -3.904 7.804 -3.619  0.12
H: -1.817 3.332 -2.557  0.09
H: -1.016 4.224 -1.292  0.10
H: -0.030 3.599 -2.782  0.10
C: 7.529 -1.028 -0.594  -0.06
C: 6.403 -1.405 -1.537  -0.25
O: 5.640 -0.250 -1.695  0.03
C: 4.585 -0.336 -2.505  -0.60
O: 4.518 -1.075 -3.525  0.07
O: 3.730 0.523 -2.130  0.03
C: 2.513 0.773 -2.836  0.01
H: 8.294 -0.344 -0.961  0.08
H: 7.812 -2.072 -0.456  0.08
H: 7.219 -0.493 0.304  0.07
H: 5.781 -2.207 -1.139  0.13
H: 6.962 -1.778 -2.395  0.13
H: 2.484 0.450 -3.877  0.10
H: 2.395 1.832 -2.606  0.09
H: 1.725 0.221 -2.325  0.08
C: -4.472 0.481 -2.517  -0.04
C: -3.697 -0.524 -3.432  -0.19
O: -3.276 0.173 -4.626  0.01
C: -2.125 0.883 -4.602  -0.64
O: -1.346 0.714 -3.709  0.11
O: -2.036 1.604 -5.661  0.05
C: -0.762 2.076 -6.148  -0.01
H: -4.948 -0.101 -1.728  0.05
H: -5.106 1.117 -3.135  0.08
H: -3.762 1.165 -2.052  0.06
H: -4.388 -1.311 -3.735  0.12
H: -2.841 -1.007 -2.962  0.09
H: -0.207 1.548 -6.923  0.09
H: 0.016 2.239 -5.401  0.08
H: -0.924 3.086 -6.524  0.09
C: 3.062 4.114 -0.461  -0.04
C: 2.698 4.815 0.857  -0.22
O: 1.370 5.170 0.660  0.00
C: 0.935 6.451 0.653  -0.52
O: 1.663 7.425 0.639  0.12
O: -0.427 6.420 0.492  -0.03
C: -1.172 7.655 0.445  -0.03
H: 3.218 4.867 -1.234  0.09
H: 2.286 3.408 -0.758  0.06
H: 3.986 3.537 -0.451  0.07
H: 3.298 5.710 1.028  0.12
H: 2.803 4.269 1.795  0.12
H: -0.795 8.334 -0.320  0.08
H: -1.195 8.197 1.390  0.10
H: -2.151 7.272 0.159  0.09
C: -5.617 -0.122 2.717  -0.03
C: -4.500 -0.366 1.669  -0.21
O: -4.150 -1.722 1.514  0.01
C: -3.951 -2.408 0.358  -0.43
O: -4.299 -2.136 -0.791  0.10
O: -3.231 -3.588 0.745  -0.06
C: -2.910 -4.683 -0.138  -0.04
H: -6.095 0.845 2.558  0.08
H: -5.119 -0.118 3.686  0.07
H: -6.433 -0.839 2.627  0.08
H: -3.611 0.202 1.944  0.10
H: -4.766 -0.020 0.670  0.11
H: -3.650 -5.479 -0.212  0.09
H: -1.980 -5.168 0.159  0.08
H: -2.779 -4.302 -1.150  0.09
C: 0.201 -5.053 2.859  -0.19
C: -0.091 -5.384 4.283  -0.16
C: 0.102 -3.971 4.933  -0.22
O: 0.066 -2.999 3.937  -0.13
C: -0.336 -3.686 2.765  -0.22
H: -0.212 -5.736 2.116  0.10
H: 1.274 -5.097 2.674  0.12
H: 0.512 -6.091 4.852  0.11
H: -1.097 -5.749 4.489  0.11
H: 1.142 -4.025 5.254  0.11
H: -0.474 -3.766 5.836  0.11
H: 0.170 -3.033 2.055  0.11
H: -1.397 -3.446 2.695  0.13
C: 0.134 -2.266 -4.317  -0.15
C: 0.984 -3.356 -4.807  -0.22
C: 0.227 -4.294 -5.683  -0.27
O: -1.009 -3.778 -5.693  -0.08
C: -0.892 -2.382 -5.467  -0.16
H: 0.710 -1.345 -4.224  0.10
H: -0.176 -2.532 -3.306  0.09
H: 1.472 -3.919 -4.011  0.11
H: 1.820 -2.878 -5.317  0.12
H: 0.187 -5.293 -5.251  0.12
H: 0.865 -4.391 -6.562  0.12
H: -1.881 -2.112 -5.098  0.11
H: -0.605 -1.777 -6.327  0.13
C: -0.659 1.000 1.239  -0.15
C: -0.501 1.047 -0.264  -0.13
C: -0.803 -0.363 -0.775  -0.17
O: -0.401 -1.151 0.345  -0.14
C: -0.871 -0.460 1.492  -0.22
H: -1.509 1.549 1.645  0.11
H: 0.213 1.405 1.753  0.10
H: 0.488 1.449 -0.485  0.10
H: -1.214 1.767 -0.665  0.09
H: -0.265 -0.721 -1.653  0.09
H: -1.806 -0.673 -1.068  0.10
H: -0.394 -0.777 2.419  0.11
H: -1.906 -0.715 1.720  0.09
C: 4.609 0.955 1.847  -0.15
C: 3.111 0.992 2.316  -0.12
C: 3.244 0.964 3.850  -0.25
O: 4.345 1.703 4.013  -0.16
C: 5.393 1.418 3.060  -0.16
H: 4.942 1.531 0.984  0.10
H: 4.779 -0.109 1.684  0.10
H: 2.510 0.190 1.887  0.11
H: 2.642 1.954 2.108  0.08
H: 3.365 -0.017 4.311  0.13
H: 2.447 1.536 4.323  0.11
H: 5.850 0.507 3.449  0.11
H: 6.062 2.272 2.951  0.12

Gap between HOMO and LUMO, Ha: 0.3450
E_HOMO, eV: -8.821
E_LUMO, Ha: 0.0208
Structure (SMILES): CCOC(=O)OC.CCOC(=O)OC.CCOC(=O)OC.CCOC(=O)OC.CCOC(=O)OC.CCOC(=O)OC.CCOC(=O)OC.C1CCOC1.C1CCOC1.C1CCOC1.C1CCOC1
Largest force on an atom, eV/Å: 5.277
Energy above the lowest of the compared OMol25 structures with the same formula, charge and spin, kJ/mol: 541.2